Entry from the OMol25 dataset: the ion C3H7NO2 with charge +1 (wB97M-V/def2-TZVPD).

Summary:
<S²>: 0.769
Gap between HOMO and LUMO (spin up / spin down) in eV: 12.147 / 6.848
LUMO level (spin up / spin down) in eV: -4.3 / -9.5

```
! RIJCOSX wB97M-V def2-TZVPD def2/J DEFGRID3
* xyz 1 2
O -2.15540 -0.33321 -0.05187
C -1.03393 -0.09264 0.26230
N -0.15790 0.28144 -0.86627
C 1.24970 -0.13412 -1.00171
O 2.13213 0.46767 -0.11170
C -0.39890 -0.20440 1.61000
H -0.62203 0.20813 -1.78223
H 1.30349 -1.21465 -0.82151
H 1.50929 0.08017 -2.04083
H 1.78451 1.34042 0.10242
H 0.21895 0.68285 1.73749
H -1.17364 -0.29847 2.36222
H 0.33369 -1.00913 1.68180
*
```